No. 1
A molecular structure, C40H44BN9O4PS2Ti at a distorted geometry, computed with wB97M-V/def2-TZVPD.

Its charge is 0. The largest force on an atom comes out at 3.0 eV/Å. As for the relative energy (zero: lowest compared OMol25 entry of this formula, charge and spin): 0.197 eV. The HOMO energy (spin up / spin down) is -0.236 / -0.237 hartree. Its spin multiplicity is 2. The calculation puts the LUMO energy (spin up / spin down) at -0.3 / -0.4 eV. Its total energy is -4356.630243 hartree.

Structure (XYZ):
```
102
Properties=species:S:1:pos:R:3:forces:R:3:lowdin_spin:R:1
Ti 0.293 -0.814 0.428 1.197 0.214 -2.688 0.93
S 2.029 0.081 -1.442 0.376 -1.417 -0.209 -0.02
S 3.015 -0.492 0.265 1.459 1.702 -0.545 0.00
P 1.487 2.158 0.089 -1.374 0.197 0.613 -0.01
O 4.365 -0.872 -0.023 0.038 -0.395 -0.014 0.00
O 2.909 0.606 1.234 0.418 -0.319 0.275 0.01
O 2.166 -1.597 0.777 -0.332 -0.935 0.440 0.01
O 0.820 0.520 4.417 0.342 0.310 -0.308 0.02
N -1.651 -1.659 0.772 -0.832 -0.603 0.666 0.01
N -2.642 -2.584 -2.777 -0.084 -0.365 0.140 0.00
N -3.204 -2.002 -3.859 -0.034 0.245 -0.162 0.00
N -2.179 -2.301 -0.316 -0.296 -0.104 0.033 0.00
N -1.175 0.227 -0.644 -0.734 0.741 -0.893 0.01
N 0.487 -0.306 2.368 0.127 1.188 2.132 -0.01
N -1.622 -0.394 -1.781 -0.245 0.119 -0.518 0.01
N 0.692 -2.558 -1.161 -0.581 -0.177 0.190 0.00
N -0.318 -2.578 -2.063 0.000 -0.109 -0.104 0.00
C 3.032 -3.549 -1.113 -0.069 0.060 0.078 0.00
C 1.316 -3.711 -2.982 -0.028 0.018 0.088 0.00
C 0.682 0.772 3.091 -0.305 -1.479 0.202 0.03
C 1.458 4.973 3.061 -0.035 -0.098 -0.005 0.00
C 4.599 3.536 -2.227 0.007 0.018 -0.055 0.00
C -2.635 -1.562 1.681 -0.029 -0.117 -0.170 0.00
C -2.591 -0.782 2.956 0.053 -0.110 -0.048 0.00
C -0.162 4.445 -0.623 0.035 -0.030 -0.290 0.00
C 4.169 2.991 0.452 -0.114 -0.018 -0.116 0.00
C -3.462 -2.631 -0.054 0.197 0.044 0.070 0.00
C -2.903 -3.917 -2.777 -0.044 0.051 -0.075 0.00
C -3.784 -2.200 1.203 -0.048 -0.004 0.095 0.00
C 1.659 4.261 1.891 -0.054 0.050 0.371 0.00
C 1.693 -3.266 -1.706 -0.052 -0.026 -0.023 0.00
C -1.100 4.753 -2.820 -0.060 0.022 -0.060 0.00
C -2.754 1.498 -1.595 -0.086 -0.012 0.019 0.00
C 0.552 2.994 4.044 -0.223 -0.487 -0.114 0.00
C 0.853 4.332 4.131 0.002 0.284 -0.056 0.00
C 0.401 3.224 -1.001 0.201 0.214 0.275 0.00
C 0.152 2.769 -2.301 0.010 0.057 0.112 0.00
C -1.897 1.341 -0.500 -0.065 -0.230 0.024 0.00
C -3.676 -4.198 -3.872 0.005 0.010 0.045 0.00
C 0.660 -0.867 4.643 -0.198 -0.199 -0.104 0.00
C -3.834 -2.955 -4.523 0.080 -0.203 0.075 0.00
C 0.499 -3.724 2.012 0.058 0.288 0.238 0.00
C -2.550 0.390 -2.375 0.023 0.083 0.218 0.00
C -4.564 -2.685 -5.799 0.080 0.112 0.101 0.00
C 5.427 3.369 0.013 0.012 0.039 0.095 0.00
C 0.798 2.224 2.882 0.206 1.278 -0.104 0.00
C -0.900 5.202 -1.524 -0.056 0.008 0.111 0.00
C 0.839 -1.475 3.264 0.147 -0.333 0.522 0.00
C 0.041 -3.248 -3.170 0.087 0.033 -0.084 0.00
C 3.342 3.146 -1.793 0.031 -0.018 0.154 0.00
C 0.111 -2.834 3.194 0.114 -0.166 -0.174 0.00
C 5.649 3.633 -1.329 0.031 0.040 -0.037 0.00
C 1.292 2.921 1.757 0.282 0.321 -0.225 0.00
C 0.450 -3.614 4.474 -0.060 0.065 -0.028 0.00
C 3.113 2.855 -0.449 0.031 -0.105 0.108 0.00
C -0.580 3.528 -3.201 0.024 -0.026 -0.030 0.00
C -1.906 2.128 0.762 -0.091 -0.097 -0.081 0.00
B -1.673 -1.954 -1.780 0.267 0.154 0.005 0.00
H -0.344 -1.049 5.040 0.028 0.085 0.015 0.00
H 4.758 3.749 -3.277 0.000 -0.016 -0.002 0.00
H -1.673 5.349 -3.520 0.018 0.000 -0.011 0.00
H -3.868 -2.378 -6.581 -0.028 -0.012 -0.026 0.00
H 6.637 3.908 -1.675 -0.002 0.021 0.008 0.00
H 2.122 4.756 1.048 -0.010 -0.014 -0.028 0.00
H 3.737 -2.766 -1.392 0.028 0.012 0.042 0.00
H -2.799 1.855 1.331 0.009 -0.023 0.023 0.00
H -4.071 -3.138 -0.779 -0.006 0.060 -0.079 0.00
H -0.965 -2.673 3.168 -0.042 0.037 0.041 0.00
H 4.007 2.764 1.495 0.073 -0.043 0.031 0.00
H 3.005 -3.586 -0.031 0.037 -0.075 0.041 0.00
H -1.034 1.901 1.363 -0.003 0.078 0.049 0.00
H 0.519 1.798 -2.600 0.035 -0.012 -0.098 0.00
H 1.403 -1.190 5.367 -0.006 0.029 -0.024 0.00
H 1.755 6.011 3.132 -0.019 0.007 -0.015 0.00
H 2.544 3.044 -2.513 0.015 0.018 -0.047 0.00
H 6.242 3.439 0.723 -0.007 0.010 0.003 0.00
H 0.257 -3.282 1.054 0.004 -0.155 -0.199 0.00
H 0.631 4.877 5.039 0.016 -0.051 0.035 0.00
H -4.730 -2.298 1.707 0.002 0.011 0.010 0.00
H -0.046 4.815 0.384 0.030 0.052 0.031 0.00
H 1.532 -3.651 4.623 0.008 -0.043 0.015 0.00
H 0.111 2.506 4.900 0.066 0.057 0.034 0.00
H -2.665 -1.433 3.829 0.026 0.000 0.005 0.00
H 3.403 -4.495 -1.507 -0.037 -0.015 -0.007 0.00
H -3.437 2.310 -1.774 0.039 0.034 0.000 0.00
H -1.946 3.195 0.563 0.005 -0.003 0.057 0.00
H 1.901 -4.308 -3.660 0.047 0.023 0.010 0.00
H 1.572 -3.923 2.025 0.020 0.008 -0.038 0.00
H -0.622 -3.355 -4.011 -0.041 0.014 0.042 0.00
H -5.291 -1.884 -5.667 -0.030 -0.022 -0.035 0.00
H -3.010 0.065 -3.291 -0.044 -0.017 0.024 0.00
H -0.012 -3.192 5.367 0.045 -0.013 0.019 0.00
H -4.075 -5.154 -4.165 0.015 -0.004 -0.017 0.00
H -3.451 -0.112 2.978 0.005 0.007 0.007 0.00
H 1.901 -1.670 3.088 -0.027 0.074 -0.100 0.00
H 0.092 -4.638 4.374 0.009 -0.006 0.033 0.00
H -1.689 -0.191 3.023 -0.010 0.068 0.083 0.00
H -1.321 6.148 -1.206 0.004 -0.004 -0.002 0.00
H -0.027 -4.675 2.091 -0.054 0.010 -0.067 0.00
H -0.752 3.150 -4.201 0.001 -0.012 0.005 0.00
H -2.506 -4.563 -2.010 0.014 0.004 0.001 0.00
H -5.080 -3.585 -6.126 -0.042 0.032 -0.047 0.00
```
Forces are in eV/Å.

***

No. 2
A molecular structure, C40H44F3GeIrN3O2PS2, computed with wB97M-V/def2-TZVPD.

Its charge is +1. The largest force on an atom comes out at 0.6 eV/Å. As for the relative energy (zero: lowest compared OMol25 entry of this formula, charge and spin): 0.000 eV. The HOMO energy (spin up / spin down) is -0.395 / -0.396 hartree. Its spin multiplicity is 2. The calculation puts the LUMO energy (spin up / spin down) at -2.2 / -4.2 eV. Its total energy is -5483.902496 hartree.

Structure (XYZ):
```
97
Properties=species:S:1:pos:R:3:forces:R:3:lowdin_spin:R:1
Ir -0.470 0.052 -0.370 -0.180 -0.106 -0.265 0.70
Ge 0.320 -2.263 0.228 0.226 -0.060 0.080 0.04
S 0.700 0.943 1.525 0.036 0.119 0.131 0.10
S 1.655 0.167 -1.381 -0.048 -0.024 -0.103 -0.01
P 2.235 1.275 0.233 0.046 -0.095 -0.075 0.01
F -2.761 -0.181 -2.057 -0.233 0.162 -0.120 0.00
F -1.107 -1.229 -2.947 0.114 -0.035 -0.362 0.00
F -2.194 -2.095 -1.291 -0.400 -0.090 -0.032 0.00
O -0.772 1.642 -1.991 -0.015 0.307 0.397 0.05
O -2.320 0.150 0.615 -0.068 0.174 -0.334 0.01
N -2.324 3.228 -1.428 0.020 0.023 0.058 0.00
N -3.804 0.194 2.294 -0.051 0.094 0.040 0.00
N -2.146 2.402 -3.600 0.035 -0.007 -0.055 0.01
C -1.044 -2.131 4.234 -0.002 -0.025 0.003 0.00
C 1.787 4.853 -1.637 0.024 0.006 -0.004 0.00
C -1.528 1.519 -4.581 -0.023 0.004 0.007 0.00
C 5.102 -0.224 2.687 0.009 -0.022 -0.026 0.00
C 1.764 3.492 -1.365 0.015 0.037 -0.021 0.00
C 0.653 -3.451 -2.387 0.053 -0.068 0.094 0.00
C -2.342 -2.623 4.172 0.058 -0.109 -0.032 0.01
C 6.264 0.061 1.985 -0.008 0.004 -0.021 0.00
C 0.560 -4.443 -3.350 -0.064 -0.034 -0.004 0.00
C 3.812 0.821 0.952 0.060 0.019 -0.054 0.00
C -2.102 -2.930 1.793 0.071 -0.005 0.139 0.01
C 2.377 5.733 -0.741 -0.010 -0.016 -0.004 0.00
C 2.325 -3.465 1.883 0.111 0.088 -0.074 0.00
C -4.939 0.373 1.399 0.029 0.014 0.013 0.00
C -1.720 3.494 -0.135 0.015 0.003 0.009 0.00
C 2.950 5.260 0.434 0.005 -0.032 -0.010 0.00
C 3.870 0.143 2.165 0.016 0.017 0.014 0.00
C 2.187 -2.614 0.778 -0.060 -0.132 0.142 0.00
C -0.181 -5.590 -3.094 0.023 0.025 -0.018 0.00
C -0.723 -4.748 -0.908 0.058 -0.043 0.025 0.00
C 4.575 -2.846 0.405 -0.019 0.041 0.000 0.00
C -0.789 -2.461 1.843 -0.010 -0.026 0.013 0.02
C -1.669 -0.939 -1.765 0.385 0.129 0.502 0.01
C 6.206 0.721 0.762 -0.022 0.010 0.033 0.00
C -1.723 2.404 -2.322 -0.135 -0.272 -0.025 0.01
C -0.281 -2.044 3.077 0.001 -0.037 -0.033 0.01
C -0.816 -5.744 -1.871 -0.022 0.037 0.020 0.00
C 2.937 3.903 0.711 -0.034 0.006 -0.024 0.00
C 3.338 -2.336 0.036 -0.016 -0.110 -0.041 0.00
C 3.564 -3.969 2.260 -0.001 0.018 -0.008 0.00
C -4.192 3.553 -2.951 0.012 -0.006 -0.003 0.00
C -2.871 -3.014 2.950 0.055 -0.037 0.009 0.00
C 4.697 -3.652 1.527 -0.020 -0.006 -0.006 0.00
C 4.982 1.112 0.246 -0.020 -0.016 0.046 0.00
C -3.247 3.224 -4.086 -0.001 0.001 0.005 0.00
C 0.007 -3.589 -1.158 0.243 -0.083 -0.032 0.00
C 2.341 3.020 -0.190 0.024 0.025 0.004 0.00
C -3.390 4.142 -1.814 0.023 0.023 -0.016 0.00
C -4.085 0.114 3.720 0.000 0.074 -0.043 0.00
C -2.577 0.076 1.832 -0.047 -0.096 0.180 0.00
H -0.964 2.755 0.102 0.009 -0.013 -0.027 0.00
H -5.472 1.287 1.663 -0.005 -0.002 -0.003 0.00
H 3.636 -4.625 3.118 -0.004 0.009 -0.004 0.00
H -4.692 2.643 -2.615 -0.014 0.001 -0.006 0.00
H -2.536 -3.230 0.852 -0.051 -0.017 -0.127 0.00
H 1.300 2.794 -2.051 0.017 0.038 0.017 0.00
H -2.246 0.770 -4.917 -0.006 0.000 0.013 0.00
H -1.804 -0.115 2.579 0.012 0.097 0.020 0.00
H -4.586 0.430 0.374 -0.001 -0.005 0.009 0.00
H -2.935 -2.708 5.074 0.000 0.002 -0.005 0.00
H 3.279 -1.735 -0.856 0.005 0.008 -0.007 0.00
H 5.663 -4.049 1.813 -0.007 0.005 -0.001 0.00
H 5.447 -2.610 -0.194 -0.024 -0.013 0.014 0.00
H 3.391 3.533 1.623 0.006 -0.009 0.005 0.00
H 3.415 5.948 1.128 -0.003 -0.011 -0.008 0.00
H -5.617 -0.474 1.504 -0.016 -0.008 -0.004 0.00
H -0.676 1.015 -4.140 -0.003 0.019 -0.001 0.00
H 1.237 -2.562 -2.601 0.007 -0.008 0.007 0.00
H -4.496 1.060 4.073 -0.030 0.014 -0.010 0.00
H -3.881 -3.402 2.895 -0.016 -0.002 -0.003 0.00
H -0.256 -6.366 -3.845 0.005 0.005 0.006 0.00
H 4.936 1.646 -0.696 -0.004 -0.003 -0.003 0.00
H -3.171 -0.111 4.263 -0.021 0.050 -0.018 0.00
H -4.954 4.258 -3.283 0.002 0.002 -0.003 0.00
H -1.214 -4.894 0.048 0.015 -0.004 -0.018 0.00
H -1.242 4.478 -0.125 -0.030 0.017 -0.011 0.00
H -2.490 3.472 0.638 0.003 -0.009 -0.010 0.00
H -2.969 5.113 -2.102 0.000 -0.001 0.016 0.00
H -3.761 2.658 -4.863 0.003 -0.009 -0.005 0.00
H -1.201 2.106 -5.441 -0.005 0.012 0.001 0.00
H 1.353 5.224 -2.557 0.007 -0.004 0.018 0.00
H -4.016 4.308 -0.936 -0.003 -0.010 0.004 0.00
H 0.728 -1.651 3.139 -0.048 -0.014 0.002 0.00
H -1.384 -6.642 -1.664 0.002 0.006 -0.003 0.00
H -4.807 -0.681 3.907 0.004 -0.009 0.003 0.00
H -2.861 4.138 -4.550 0.006 -0.001 0.006 0.00
H 7.223 -0.236 2.390 -0.011 0.006 -0.005 0.00
H 7.115 0.942 0.219 -0.008 -0.006 0.003 0.00
H 5.150 -0.750 3.631 0.000 0.008 -0.006 0.00
H 2.958 -0.105 2.692 0.015 0.014 0.001 0.00
H -0.622 -1.824 5.184 -0.011 0.001 -0.021 0.00
H 2.400 6.793 -0.961 -0.006 -0.015 0.007 0.00
H 1.460 -3.767 2.456 -0.044 -0.007 0.025 0.00
H 1.064 -4.322 -4.301 -0.005 -0.002 0.010 0.00
```
Forces are in eV/Å.